# 1
DFT (ωB97M-V with the def2-TZVPD basis set) results for a 2-piece molecular cluster, BrH3NOP overall.

Structure (XYZ):
```
7
Properties=species:S:1:pos:R:3
N -0.346 -0.322 0.989
O 0.622 -0.680 -2.096
P 1.102 0.220 0.583
Br 0.799 2.393 0.599
H -1.210 0.049 1.241
H -0.660 -1.328 0.790
H -0.308 -0.332 -2.104
```

Output
Spin multiplicity: 3
E_HOMO (spin up / spin down) (eV): -6.78 / -10.18
Energy relative to the best compared isomer or geometry (same formula, charge and spin) (kJ/mol): 0.0
Total charge: 0
Frontier orbital gap (spin up / spin down) (eV): 7.5 / 8.0

***

# 2
DFT (ωB97M-V with the def2-TZVPD basis set) results for a 2-piece molecular cluster, BrH4N2OP overall.

Structure (XYZ):
```
9
Properties=species:S:1:pos:R:3
N -0.922 -2.005 0.723
N 0.202 0.376 1.368
O -0.213 -0.202 -1.203
P -0.291 -0.721 0.172
Br 0.908 2.484 -2.477
H -1.306 -2.544 0.017
H 0.292 1.282 1.048
H 0.497 0.046 2.265
H 0.833 1.285 -1.915
```

Output
Spin multiplicity: 3
E_HOMO (spin up / spin down) (eV): -5.77 / -10.41
Energy relative to the best compared isomer or geometry (same formula, charge and spin) (kJ/mol): 161.3
Total charge: 0
Frontier orbital gap (spin up / spin down) (eV): 6.3 / 6.2

***

# 3
DFT (ωB97M-V with the def2-TZVPD basis set) results for BrH8LiO4 as an isolated structure.

Structure (XYZ):
```
14
Properties=species:S:1:pos:R:3
Li 3.966 0.159 20.379
Br 5.447 2.048 20.177
O 8.550 0.446 20.809
H 7.836 1.077 20.897
H 9.345 0.979 20.829
O 4.192 5.160 19.968
H 4.732 4.392 20.155
H 3.297 4.875 20.154
O 7.443 3.502 17.582
H 6.946 3.121 18.306
H 7.183 2.990 16.817
O 5.749 3.670 23.427
H 6.696 3.765 23.537
H 5.623 3.608 22.480
```

Output
E_HOMO (eV): -10.10
Energy relative to the best compared isomer or geometry (same formula, charge and spin) (kJ/mol): 148.7
Total charge: 0
Frontier orbital gap (eV): 8.5

***

# 4
DFT (ωB97M-V with the def2-TZVPD basis set) results for a 5-piece molecular cluster, BrH8O4 overall.

Structure (XYZ):
```
13
Properties=species:S:1:pos:R:3
Br -0.464 -0.009 -0.549
O 0.572 2.125 2.015
H 0.353 2.808 1.375
H 0.269 1.317 1.572
O -0.560 -1.467 -3.586
H -0.508 -1.254 -2.632
H 0.348 -1.677 -3.824
O 2.620 -1.315 0.004
H 2.912 -0.450 0.307
H 1.724 -1.131 -0.337
O -2.820 0.336 1.852
H -2.143 0.343 1.143
H -2.303 0.375 2.661
```

Output
E_HOMO (eV): -5.29
Energy relative to the best compared isomer or geometry (same formula, charge and spin) (kJ/mol): 0.9
Total charge: -1
Frontier orbital gap (eV): 9.0

***

# 5
DFT (ωB97M-V with the def2-TZVPD basis set) results for BrHNO2S as an isolated structure.

Structure (XYZ):
```
6
Properties=species:S:1:pos:R:3
N -0.360 -1.052 -0.267
O -1.446 1.641 0.165
O 0.976 1.424 -0.257
S -0.141 0.940 0.516
Br 0.815 -1.860 0.907
H 0.155 -1.093 -1.064
```

Output
E_HOMO (eV): -3.98
Energy relative to the best compared isomer or geometry (same formula, charge and spin) (kJ/mol): 32.3
Total charge: -1
Frontier orbital gap (eV): 7.5

***

# 6
DFT (ωB97M-V with the def2-TZVPD basis set) results for an isolated ion of composition BrHNO3S and charge -1.

Structure (XYZ):
```
7
Properties=species:S:1:pos:R:3
O 0.230 1.550 -0.813
S -0.406 0.739 0.216
O -0.006 1.000 1.587
O -1.812 0.463 -0.011
N 0.344 -0.913 0.119
Br 0.224 -1.858 -1.428
H 1.425 -0.981 0.330
```

Output
E_HOMO (eV): -4.97
Energy relative to the best compared isomer or geometry (same formula, charge and spin) (kJ/mol): 0.0
SMILES: O=S(=O)([O-])NBr
Total charge: -1
Frontier orbital gap (eV): 8.3

***

# 7
DFT (ωB97M-V with the def2-TZVPD basis set) results for a 2-piece molecular cluster, BrHOS overall.

Structure (XYZ):
```
4
Properties=species:S:1:pos:R:3
O 0.722 -1.561 -1.078
S 2.077 -2.110 -1.330
Br -0.764 1.221 0.745
H -0.321 -0.050 0.001
```

Output
E_HOMO (spin up / spin down) (eV): -9.86 / -9.87
Energy relative to the best compared isomer or geometry (same formula, charge and spin) (kJ/mol): 101.0
SMILES: O=S.Br
Total charge: 0
Frontier orbital gap (spin up / spin down) (eV): 7.8 / 7.8

***

# 8
DFT (ωB97M-V with the def2-TZVPD basis set) results for a 2-piece molecular cluster, BrHOS overall.

Structure (XYZ):
```
4
Properties=species:S:1:pos:R:3
O 0.444 1.287 -0.251
S 0.773 2.544 0.498
Br -0.067 -2.216 0.075
H -1.150 -1.614 -0.322
```

Output
E_HOMO (spin up / spin down) (eV): -9.50 / -9.50
Energy relative to the best compared isomer or geometry (same formula, charge and spin) (kJ/mol): 118.3
SMILES: O=S.Br
Total charge: 0
Frontier orbital gap (spin up / spin down) (eV): 7.8 / 7.8

***

# 9
DFT (ωB97M-V with the def2-TZVPD basis set) results for BrNa as an isolated structure.

Structure (XYZ):
```
2
Properties=species:S:1:pos:R:3
Na 1.121 -0.094 -0.910
Br -1.121 0.094 0.910
```

Output
E_HOMO (eV): -8.11
Energy relative to the best compared isomer or geometry (same formula, charge and spin) (kJ/mol): 22.4
Total charge: 0
Frontier orbital gap (eV): 6.7

***

# 10
DFT (ωB97M-V with the def2-TZVPD basis set) results for C10H10F3NO2 as an isolated structure.

Structure (XYZ):
```
26
Properties=species:S:1:pos:R:3
C -1.850 1.293 2.821
O -0.741 0.624 2.161
C 0.330 1.385 1.822
C 1.156 0.755 0.762
C 1.736 1.486 -0.279
C 2.552 0.818 -1.198
C 2.805 -0.559 -1.090
C 2.241 -1.261 -0.019
C 1.380 -0.620 0.897
H -2.088 0.697 3.701
H -1.520 2.292 3.085
H -2.693 1.317 2.129
H 0.107 2.437 1.763
H 1.492 2.541 -0.388
H 3.022 1.361 -2.007
H 3.470 -1.083 -1.789
H 2.447 -2.329 0.137
H 0.843 -1.181 1.674
H 1.420 0.999 3.343
N 1.679 1.948 2.977
C 1.258 3.029 3.722
C 1.900 3.815 4.992
F 1.028 3.717 6.037
F 3.097 3.355 5.405
F 2.040 5.138 4.677
O 0.254 3.659 3.346
```

Output
E_HOMO (eV): -9.40
Energy relative to the best compared isomer or geometry (same formula, charge and spin) (kJ/mol): 120.5
Total charge: 0
Frontier orbital gap (eV): 10.1

***

Which value of total charge does entry 3 give? 0

***

Look up the energy relative to the best compared isomer or geometry (same formula, charge and spin) of the fifth one. 32.3 kJ/mol